1.
{
  "formula": "C22H35BN3O6PS",
  "method": "ωB97M-V with the def2-TZVPD basis set",
  "symbols": ["S", "P", "O", "O", "O", "O", "O", "O", "N", "N", "N", "C", "C", "C", "C", "C", "C", "C", "C", "C", "C", "C", "C", "C", "C", "C", "C", "C", "C", "C", "C", "C", "C", "B", "H", "H", "H", "H", "H", "H", "H", "H", "H", "H", "H", "H", "H", "H", "H", "H", "H", "H", "H", "H", "H", "H", "H", "H", "H", "H", "H", "H", "H", "H", "H", "H", "H", "H", "H"],
  "coordinates": [[3.167, -0.302, -5.026], [-2.861, -1.587, 0.239], [0.480, -0.970, 5.527], [3.253, -0.367, -3.545], [-2.179, -3.477, 2.930], [-2.134, 2.163, -0.717], [-4.041, -2.078, 1.197], [-3.591, -0.534, -0.729], [-4.804, -3.398, -2.251], [-2.246, -2.726, -0.597], [-1.201, -2.272, 4.617], [4.451, -1.378, -5.674], [-5.870, -2.677, -1.793], [-0.449, -0.512, 3.351], [0.424, 2.491, 1.179], [-1.323, -1.210, 2.547], [-1.673, -0.714, 1.284], [-5.151, -4.028, -3.411], [-0.681, 0.350, -1.862], [-6.454, -3.713, -3.699], [3.645, 2.662, 5.148], [3.942, 1.239, -5.531], [0.132, 0.675, 2.939], [2.946, 2.497, 1.563], [-6.913, -2.853, -2.666], [-1.697, -2.462, 3.300], [-1.069, 0.483, 0.851], [-0.289, -1.220, 4.654], [0.747, -0.153, -1.536], [4.136, 3.072, 3.758], [3.807, 1.983, 2.713], [-0.166, 1.192, 1.679], [1.580, 3.076, 2.003], [-1.339, 1.058, -0.609], [4.738, 1.632, 2.271], [-7.014, -4.060, -4.551], [4.932, 1.313, -5.081], [1.421, 2.976, 3.070], [4.505, -1.266, -6.757], [0.791, 2.380, 0.162], [3.366, 1.114, 3.196], [-1.254, -2.833, -0.443], [1.294, -0.341, -2.449], [3.938, 3.383, 5.903], [4.053, 1.683, 5.376], [-5.798, -2.103, -0.888], [-3.897, -3.451, -1.800], [1.586, 4.141, 1.789], [3.508, 3.271, 1.047], [0.706, -1.040, -0.914], [5.406, -1.124, -5.214], [4.012, 1.269, -6.618], [-1.303, -0.517, -2.076], [3.316, 2.057, -5.182], [-4.522, -1.300, 1.513], [4.183, -2.403, -5.426], [2.780, 1.669, 0.877], [2.564, 2.548, 5.114], [-0.656, 1.054, -2.694], [-0.380, 3.225, 1.148], [3.665, 4.003, 3.449], [-4.442, -4.647, -3.934], [-7.893, -2.414, -2.576], [5.208, 3.245, 3.773], [0.802, 1.168, 3.623], [-3.688, 0.358, -0.364], [-1.782, -2.477, 5.413], [-2.023, 2.565, -1.585], [1.301, 0.614, -1.001]],
  "lowdin_charge": [0.8112, 0.5109, 0.1395, -0.5523, 0.1534, 0.1609, -0.1222, -0.1268, 0.0194, -0.1147, 0.1772, -0.2711, -0.1561, -0.0709, -0.1371, -0.0596, -0.1213, -0.1462, -0.1230, -0.1245, -0.1044, -0.2729, 0.0820, -0.1930, -0.1198, -0.3786, -0.0323, -0.4064, -0.0800, -0.2552, -0.2172, -0.1179, -0.1831, -0.5068, 0.1045, 0.0829, 0.0582, 0.0895, 0.0532, 0.1079, 0.1013, 0.0065, 0.0343, 0.0677, 0.0735, 0.0828, 0.0848, 0.1094, 0.1114, 0.0772, 0.0585, 0.0528, 0.0925, 0.0486, 0.0922, 0.0511, 0.1023, 0.0591, 0.1019, 0.1251, 0.0973, 0.1019, 0.0828, 0.0987, 0.1113, 0.0814, 0.1635, 0.1161, 0.0567],
  "homo_lumo_gap_ha": 0.262,
  "spin_multiplicity": 1,
  "lumo_ev": -0.417,
  "homo_ev": -7.5,
  "total_charge": 0
}



2.
{
  "formula": "C22H35Cl3O4Se2Si3Tc",
  "method": "ωB97M-V with the def2-TZVPD basis set",
  "symbols": ["Tc", "Se", "Se", "Cl", "Cl", "Cl", "Si", "Si", "Si", "O", "O", "O", "O", "C", "C", "C", "C", "C", "C", "C", "C", "C", "C", "C", "C", "C", "C", "C", "C", "C", "C", "C", "C", "C", "C", "H", "H", "H", "H", "H", "H", "H", "H", "H", "H", "H", "H", "H", "H", "H", "H", "H", "H", "H", "H", "H", "H", "H", "H", "H", "H", "H", "H", "H", "H", "H", "H", "H", "H", "H"],
  "coordinates": [[-0.502, 0.193, 0.426], [1.929, 1.009, 0.762], [-1.009, 0.406, 2.905], [-5.989, -0.803, 0.997], [-4.417, 0.209, 3.667], [-3.404, -1.990, 1.475], [-1.295, -1.124, -1.654], [0.613, 3.198, -3.533], [0.502, -2.100, 0.847], [3.048, 0.346, 5.412], [-4.402, 1.468, 0.105], [0.340, 2.889, 2.327], [-2.408, 0.581, 0.545], [1.306, 2.925, 3.348], [2.593, 1.637, 4.998], [1.696, 1.501, 3.758], [-0.530, -5.719, -1.049], [2.496, 0.785, 2.650], [0.477, 0.670, 4.168], [-3.733, 0.592, 0.591], [-0.007, 1.252, -1.263], [-0.242, -3.415, -0.322], [-1.038, -2.986, -1.380], [-0.702, 4.553, -3.771], [0.138, -2.861, 2.567], [-3.151, -0.932, -2.077], [-1.585, -3.941, -2.260], [0.224, 2.078, -2.148], [-4.325, -0.542, 1.303], [-0.483, -0.907, -3.382], [-0.010, -4.788, -0.162], [0.751, 2.266, -5.187], [-1.329, -5.295, -2.105], [2.276, 4.068, -3.239], [2.386, -2.456, 0.601], [2.016, 2.134, 5.789], [-3.304, -1.282, -3.104], [0.821, -0.299, 4.528], [0.611, -0.868, -3.341], [-3.496, 0.100, -2.002], [2.217, 3.457, 3.030], [-0.025, 1.154, 5.014], [-1.745, -6.021, -2.792], [3.007, -1.951, 1.357], [2.537, -0.281, 2.889], [2.247, 4.661, -2.321], [0.312, 3.734, 1.877], [3.456, 2.283, 4.751], [-0.314, -6.775, -0.914], [3.490, 0.451, 6.258], [1.117, 2.944, -5.967], [-0.792, 5.177, -2.877], [-3.770, -1.527, -1.401], [2.523, -3.536, 0.674], [-0.214, 1.863, -5.500], [0.603, -5.129, 0.667], [0.921, 3.460, 4.232], [-2.204, -3.595, -3.084], [2.732, -2.105, -0.375], [-0.779, -1.764, -3.997], [1.442, 1.423, -5.106], [-0.810, 0.023, -3.863], [-0.922, -3.097, 2.649], [0.359, -2.171, 3.390], [2.551, 4.728, -4.067], [-1.687, 4.116, -3.942], [-0.455, 5.208, -4.614], [0.725, -3.780, 2.701], [3.532, 1.155, 2.658], [3.082, 3.342, -3.118]],
  "lowdin_charge": [0.7467, 0.6619, 0.6990, 0.5689, -0.2419, 0.6015, 0.5831, 0.4409, 0.4901, -0.0597, 0.0236, -0.2019, -0.4372, -0.2621, -0.2326, -0.5680, -0.1173, -0.4925, -0.4926, -0.8193, -0.4222, -0.3160, -0.3132, -0.1988, -0.2457, -0.1907, -0.1062, -0.2171, -1.2912, -0.2237, -0.1111, -0.2036, -0.1161, -0.2004, -0.2455, 0.1196, 0.0204, 0.0464, 0.0244, 0.0255, 0.1226, 0.0643, 0.0844, -0.0006, 0.0489, 0.0216, 0.0897, 0.1206, 0.0856, 0.0772, 0.0157, 0.0218, 0.0133, 0.0071, 0.0172, 0.0869, 0.1222, 0.0902, 0.0117, 0.0126, 0.0227, 0.0044, 0.0010, -0.0167, 0.0147, 0.0234, 0.0169, 0.0160, 0.0577, 0.0218],
  "homo_lumo_gap_ha": [0.179, 0.211],
  "e_above_lowest_kj_mol": 78.9,
  "spin_multiplicity": 4,
  "lumo_ev": [3.998, 3.979],
  "homo_ev": [-0.9, -1.8],
  "total_charge": -2
}



3.
{
  "formula": "C22H35F5N11O9PS",
  "method": "ωB97M-V with the def2-TZVPD basis set",
  "symbols": ["S", "P", "F", "F", "F", "F", "F", "O", "O", "O", "O", "O", "O", "O", "O", "O", "N", "N", "N", "N", "N", "N", "N", "N", "N", "N", "N", "C", "C", "C", "C", "C", "C", "C", "C", "C", "C", "C", "C", "C", "C", "C", "C", "C", "C", "C", "C", "C", "C", "H", "H", "H", "H", "H", "H", "H", "H", "H", "H", "H", "H", "H", "H", "H", "H", "H", "H", "H", "H", "H", "H", "H", "H", "H", "H", "H", "H", "H", "H", "H", "H", "H", "H", "H"],
  "coordinates": [[5.523, 1.058, 2.059], [-2.549, -1.001, 0.661], [5.493, -1.660, 0.480], [5.423, 1.687, -0.539], [5.738, -0.881, -1.519], [3.913, -0.519, -0.459], [7.177, 0.599, 0.163], [-4.649, -3.099, -0.019], [1.410, -0.971, 4.109], [-8.494, -2.335, -0.799], [6.273, 0.044, 2.732], [3.425, 3.425, -3.423], [0.793, -3.488, -3.602], [3.213, 2.754, 1.176], [5.830, 2.439, 2.239], [-0.008, 2.600, 3.173], [-1.254, 0.286, -2.307], [-9.843, -1.368, -2.347], [0.496, 2.155, 5.335], [-7.755, -0.485, -1.859], [-3.671, -0.364, 1.542], [3.350, 4.470, -1.420], [2.948, -3.874, -3.012], [-6.232, -4.337, -1.069], [1.795, -2.073, -2.133], [-4.003, -4.532, -1.654], [0.378, 4.340, 4.575], [1.776, -3.162, -2.959], [2.127, 2.362, -1.761], [3.024, 3.454, -2.285], [2.853, 1.651, 1.495], [-4.949, -3.939, -0.855], [3.356, -0.214, 3.075], [5.843, 0.688, 0.237], [-1.435, 1.279, -1.230], [4.166, -1.131, 3.923], [-0.962, -0.130, 0.767], [5.245, -0.632, -0.315], [0.679, 1.580, 0.164], [-0.161, -0.547, 1.814], [1.513, 1.091, 1.204], [0.269, 3.008, 4.289], [3.797, 0.758, 2.260], [1.879, -0.416, 3.146], [1.105, 2.749, -0.684], [-8.687, -1.455, -1.618], [-1.094, 0.900, -3.629], [1.073, 0.052, 2.020], [-0.552, 0.921, -0.068], [4.609, -1.912, 3.314], [-6.964, -3.905, -0.529], [0.605, 4.693, 5.484], [-1.172, 0.122, -4.378], [3.513, -1.598, 4.647], [-2.821, -1.052, -0.710], [-2.088, -0.281, -2.364], [-10.543, -2.065, -2.180], [-4.054, -1.026, 2.202], [-4.222, -5.218, -2.350], [4.278, 4.827, -1.597], [2.969, -4.677, -3.610], [0.721, 2.467, 6.260], [-10.019, -0.647, -3.019], [0.215, 4.984, 3.825], [-1.872, 1.633, -3.851], [-7.884, 0.256, -2.520], [3.242, 4.236, -0.442], [2.595, -1.802, -1.594], [-3.048, -4.254, -1.527], [0.953, -1.520, -2.084], [-2.147, -2.308, 0.954], [-6.483, -4.999, -1.777], [-1.198, 2.251, -1.633], [0.395, 1.170, 5.163], [3.771, -3.624, -2.499], [-6.908, -0.528, -1.322], [2.759, 1.556, -1.424], [4.947, -0.607, 4.452], [1.591, 2.001, -2.632], [1.477, 3.523, -0.034], [-0.122, 1.373, -3.706], [-0.471, -1.343, 2.472], [-2.467, 1.345, -0.889], [0.255, 3.187, -1.181]],
  "lowdin_charge": [0.7876, 0.7272, 0.1925, 0.1446, 0.1985, 0.1487, 0.1391, -0.0230, 0.1287, 0.0156, -0.2629, 0.0648, 0.0158, 0.1155, -0.2302, 0.0503, -0.0981, 0.1484, 0.1651, 0.1581, -0.2729, 0.1699, 0.1460, 0.1632, 0.1656, 0.1496, 0.1555, -0.6828, -0.0717, -0.5430, -0.2952, -0.6728, -0.1072, -0.4616, -0.1882, -0.0085, -0.2570, -0.5710, -0.0583, -0.0083, -0.0450, -0.6538, -0.1291, -0.2952, -0.1136, -0.6715, -0.1112, -0.1029, -0.1181, 0.1033, 0.0762, 0.0921, 0.0808, 0.0852, -0.0110, 0.0675, 0.1006, -0.0368, 0.0894, 0.1109, 0.0992, 0.0940, 0.0904, 0.1029, 0.0796, 0.0913, 0.0632, 0.0591, 0.0960, 0.0839, 0.0184, 0.0941, 0.0953, 0.0891, 0.0847, 0.1064, 0.1044, 0.0875, 0.1026, 0.1018, 0.0607, 0.1173, 0.1174, 0.1052],
  "homo_lumo_gap_ha": 0.241,
  "spin_multiplicity": 1,
  "smiles": "CNCc1c([PH2]=N)cc2c(c1CCC(N)=O)C(=O)C(S(=O)(=O)C(F)(F)C(F)(F)F)=C(C)C2=O.NC(N)=O.NC(N)=O.NC(N)=O.NC(N)=O",
  "lumo_ev": -1.790,
  "homo_ev": -8.3,
  "total_charge": 0
}